{"formula": "C5H13N2", "method": "ωB97M-V/def2-TZVPD", "elements": ["N", "N", "C", "C", "C", "C", "C", "H", "H", "H", "H", "H", "H", "H", "H", "H", "H", "H", "H", "H"], "positions_angstrom": [[-0.039, 3.065, -1.116], [1.249, 1.368, -0.089], [0.687, 0.265, -0.888], [-1.086, -2.714, 1.088], [-0.932, -1.245, 0.521], [0.853, 2.675, -0.172], [0.505, -1.015, 0.060], [-0.638, 2.522, -1.689], [-0.817, -3.386, 0.184], [1.091, -1.187, 1.011], [-1.750, -1.243, -0.231], [-1.226, -0.498, 1.266], [0.803, -1.856, -0.669], [1.152, 3.307, 0.726], [-0.346, 3.996, -1.007], [-0.291, 0.507, -1.354], [1.265, 0.129, -1.727], [-0.244, -3.035, 1.923], [1.961, 1.118, 0.584], [-2.197, -2.773, 1.578]], "forces_ev_per_a": [[2.48, 0.08, 3.12], [-1.36, 1.56, -0.71], [-1.95, 1.12, 2.53], [1.82, -1.55, 1.86], [-1.73, 0.55, -1.05], [-1.50, -2.24, -0.23], [0.32, -2.76, -1.04], [0.00, -0.96, -0.66], [-0.47, 1.01, 1.28], [0.07, 0.85, -1.35], [0.86, 0.92, -0.36], [-0.43, -0.54, 0.60], [-0.02, 0.97, 1.09], [-0.11, -0.24, -1.89], [-0.40, 1.36, -0.05], [0.32, 0.18, 0.78], [2.00, -1.22, -1.64], [-2.42, 0.24, -1.59], [0.11, 0.21, 0.06], [2.38, 0.46, -0.74]], "nbo_charge": [-0.677, -0.501, -0.190, -0.498, -0.365, 0.405, -0.414, 0.438, 0.306, 0.275, 0.272, 0.283, 0.301, 0.290, 0.444, 0.231, 0.265, 0.309, 0.449, 0.377], "e_homo_ev": [-19.46, -19.07], "charge": 2, "fmax_ev_per_a": 4.0, "s2": 0.754, "multiplicity": 2, "e_above_lowest_kj_mol": 433.32, "e_lumo_ha": [-0.2862, -0.5286]}

***

{"formula": "C5H10O2", "method": "ωB97M-V/def2-TZVPD", "elements": ["O", "O", "C", "C", "C", "C", "C", "H", "H", "H", "H", "H", "H", "H", "H", "H", "H"], "positions_angstrom": [[-1.774, 0.749, 1.520], [-4.069, -1.600, 2.903], [-0.520, 0.474, 1.137], [1.158, 0.323, -0.534], [0.115, 1.120, 0.097], [2.594, -0.368, -2.496], [1.611, 0.466, -1.781], [-1.999, 1.635, 1.184], [-4.090, -1.290, 3.813], [2.065, -1.018, -3.205], [1.687, -0.455, 0.029], [0.123, -0.235, 1.642], [0.074, 2.192, -0.060], [3.127, -1.077, -1.850], [1.200, 1.271, -2.386], [3.414, 0.136, -3.011], [-4.716, -2.320, 2.997]], "forces_ev_per_a": [[0.17, 0.53, 1.32], [-0.70, -0.64, 0.47], [1.13, 1.67, -2.49], [1.60, 0.16, -0.41], [0.28, -1.27, 1.99], [0.66, -1.51, 0.11], [-0.40, 1.13, 0.02], [-0.10, -0.44, -0.07], [0.40, 0.50, 0.10], [0.19, 0.27, -0.21], [-0.60, -0.03, 0.21], [-1.14, -0.93, 0.18], [-0.91, -0.13, -0.79], [-0.27, 0.10, 0.28], [-0.21, 0.02, 0.00], [-0.41, 0.42, -0.15], [0.29, 0.12, -0.58]], "nbo_charge": [-0.651, -0.921, 0.194, -0.215, -0.377, -0.641, -0.202, 0.479, 0.461, 0.215, 0.192, 0.187, 0.215, 0.205, 0.182, 0.216, 0.460], "e_homo_ev": -7.59, "charge": 0, "fmax_ev_per_a": 3.2, "multiplicity": 1, "smiles": "C/C=C/C=C/O.O", "e_above_lowest_kj_mol": 313.14, "e_lumo_ha": 0.0296}